Below is C19H26N2O5 in the gas phase, with properties calculated with ωB97M-V/def2-TZVPD.

Last column: natural (NBO) charge in e.
Cartesian coordinates (Å):
1 C -2.479 3.484 1.707  -0.618
2 C -1.587 3.808 2.900  -0.409
3 C -0.960 2.543 3.480  -0.059
4 O 0.027 2.104 2.566  -0.511
5 C 0.474 0.827 2.624  0.326
6 C 0.255 -0.034 3.696  -0.290
7 C 0.770 -1.318 3.679  -0.189
8 C 1.511 -1.763 2.600  -0.259
9 C 1.731 -0.912 1.531  -0.130
10 C 1.222 0.375 1.525  -0.109
11 C 1.471 1.303 0.349  -0.069
12 N 2.852 1.753 0.323  -0.608
13 C 3.839 1.174 -0.384  0.785
14 O 5.020 1.399 -0.237  -0.632
15 N 3.403 0.313 -1.390  -0.629
16 C 2.092 0.132 -1.752  0.305
17 C 1.881 -0.602 -3.036  -0.651
18 C 1.114 0.616 -0.951  -0.251
19 C -0.324 0.527 -1.176  0.787
20 O -1.146 1.078 -0.476  -0.620
21 O -0.683 -0.234 -2.232  -0.530
22 C -2.085 -0.359 -2.456  -0.110
23 C -2.342 -1.492 -3.453  -0.079
24 O -2.432 -2.762 -2.870  -0.534
25 C -1.209 -3.285 -2.388  -0.062
26 C -1.451 -4.711 -1.921  -0.619
27 H -1.939 2.880 0.982  0.238
28 H -2.815 4.397 1.223  0.207
29 H -3.355 2.924 2.030  0.198
30 H -0.781 4.475 2.591  0.206
31 H -2.164 4.306 3.681  0.203
32 H -1.730 1.773 3.610  0.176
33 H -0.497 2.753 4.456  0.174
34 H -0.309 0.297 4.554  0.218
35 H 0.591 -1.970 4.521  0.213
36 H 1.915 -2.763 2.590  0.212
37 H 2.308 -1.252 0.684  0.202
38 H 0.828 2.181 0.476  0.252
39 H 3.148 2.336 1.092  0.416
40 H 4.136 -0.040 -1.988  0.419
41 H 2.829 -0.773 -3.542  0.209
42 H 1.223 -0.038 -3.691  0.250
43 H 1.403 -1.561 -2.845  0.243
44 H -2.465 0.589 -2.852  0.192
45 H -2.591 -0.563 -1.506  0.212
46 H -1.553 -1.471 -4.221  0.167
47 H -3.312 -1.329 -3.929  0.199
48 H -0.828 -2.675 -1.557  0.169
49 H -0.461 -3.269 -3.197  0.154
50 H -1.822 -5.313 -2.746  0.211
51 H -2.195 -4.717 -1.129  0.214
52 H -0.527 -5.142 -1.547  0.210

## Properties
ΔE to the lowest compared entry with this formula, charge and spin ... 137.0 kJ/mol
F_max ... 0.6 eV Å⁻¹
HOMO ... -8.50 eV
SMILES ... CCCOc1ccccc1[C@H]1NC(=O)NC(C)=C1C(=O)OCCOCC
LUMO ... 0.6 eV
Spin multiplicity ... 1

***

Below is C19H26N4O3 in the gas phase, with properties calculated with ωB97M-V/def2-TZVPD.

Last column: natural (NBO) charge in e.
Cartesian coordinates (Å):
1 C -2.060 -1.431 0.842  -0.247
2 O -0.659 -1.229 0.878  -0.551
3 C -0.176 -0.155 1.673  0.182
4 C 1.341 -0.068 1.455  0.668
5 O 1.988 0.798 2.023  -0.646
6 N 1.870 -0.972 0.622  -0.601
7 C 3.289 -0.986 0.314  -0.216
8 C 3.622 -1.939 -0.837  -0.219
9 C 5.053 -2.446 -0.657  -0.602
10 C 3.425 -1.297 -2.224  -0.210
11 C 2.055 -0.643 -2.402  -0.608
12 C 3.650 -2.308 -3.348  -0.605
13 C -0.500 -0.322 3.169  -0.453
14 C -1.721 0.564 3.459  -0.224
15 N -1.972 1.287 2.208  -0.425
16 C -3.243 1.603 1.866  0.662
17 O -4.202 1.347 2.576  -0.613
18 C -3.460 2.307 0.557  -0.175
19 C -2.649 3.338 0.095  0.078
20 N -2.875 4.010 -1.031  -0.403
21 C -3.931 3.665 -1.753  0.090
22 C -4.816 2.657 -1.370  -0.207
23 C -5.949 2.342 -2.197  0.268
24 N -6.848 2.090 -2.866  -0.284
25 C -4.584 1.976 -0.183  -0.090
26 C -0.820 1.190 1.315  -0.254
27 H -2.222 -2.380 0.336  0.202
28 H -2.494 -1.486 1.843  0.176
29 H -2.568 -0.645 0.276  0.167
30 H 1.246 -1.638 0.197  0.425
31 H 3.610 0.033 0.076  0.210
32 H 3.838 -1.278 1.213  0.203
33 H 2.945 -2.803 -0.765  0.190
34 H 5.764 -1.620 -0.747  0.206
35 H 5.184 -2.892 0.329  0.211
36 H 5.316 -3.198 -1.397  0.213
37 H 4.184 -0.510 -2.313  0.195
38 H 1.251 -1.376 -2.278  0.196
39 H 1.885 0.166 -1.693  0.212
40 H 1.966 -0.230 -3.407  0.213
41 H 2.964 -3.154 -3.244  0.201
42 H 3.459 -1.847 -4.318  0.212
43 H 4.666 -2.698 -3.365  0.209
44 H -0.688 -1.373 3.385  0.229
45 H 0.359 0.000 3.752  0.249
46 H -2.616 0.005 3.725  0.231
47 H -1.522 1.272 4.265  0.209
48 H -1.785 3.651 0.670  0.204
49 H -4.096 4.209 -2.675  0.210
50 H -5.262 1.211 0.172  0.251
51 H -0.099 1.985 1.513  0.232
52 H -1.113 1.219 0.267  0.227

## Properties
ΔE to the lowest compared entry with this formula, charge and spin ... 206.8 kJ/mol
F_max ... 0.0 eV Å⁻¹
HOMO ... -9.64 eV
SMILES ... CO[C@]1(C(=O)NC[C@H](C)C(C)C)CCN(C(=O)c2cncc(C#N)c2)C1
LUMO ... -0.1 eV
Spin multiplicity ... 1